Entry 1:
{"formula": "C5H6N4O2", "method": "ωB97M-V with the def2-TZVPD basis set", "symbols": ["O", "O", "N", "N", "N", "N", "C", "C", "C", "C", "C", "H", "H", "H", "H", "H", "H"], "positions_angstrom": [[-0.6053, 2.6146, 0.9326], [-3.0340, -0.5049, -0.9547], [-1.7104, 0.8674, 0.2278], [1.5525, 1.2206, -0.8496], [0.2084, -1.2490, 1.2935], [1.0008, -0.4349, 0.5325], [2.4929, 0.2105, -0.9414], [2.1494, -0.8144, -0.1318], [-1.7678, -0.3094, -0.4785], [0.6890, 0.8215, 0.0230], [-0.5359, 1.5591, 0.4109], [-2.9570, -1.2940, -1.5858], [2.5504, -1.7468, -0.0463], [3.4488, 0.3082, -1.4637], [-0.4938, -0.6773, 1.8741], [-2.7120, 1.3800, 0.3838], [-0.2761, -1.9512, 0.7735]], "nbo_charge": [-0.502, -0.696, -0.691, -0.413, -0.630, -0.164, -0.098, -0.084, 0.310, 0.204, 0.659, 0.514, 0.215, 0.215, 0.373, 0.414, 0.375], "de_lowest_kj_mol": 345.3, "homo_lumo_gap_ev": 9.26, "spin_multiplicity": 1, "fmax_ha_per_bohr": 0.1076}

Entry 2:
{"formula": "C19H23F24O4P2", "method": "ωB97M-V with the def2-TZVPD basis set", "symbols": ["P", "P", "F", "F", "F", "F", "F", "F", "F", "F", "F", "F", "F", "F", "F", "F", "F", "F", "F", "F", "F", "F", "F", "F", "F", "F", "O", "O", "O", "O", "C", "C", "C", "C", "C", "C", "C", "C", "C", "C", "C", "C", "C", "C", "C", "C", "C", "C", "C", "H", "H", "H", "H", "H", "H", "H", "H", "H", "H", "H", "H", "H", "H", "H", "H", "H", "H", "H", "H", "H", "H", "H"], "positions_angstrom": [[2.6790, -0.4951, 0.9374], [2.2118, 1.4519, 1.8437], [-1.6670, 0.3692, -2.2152], [6.4551, -7.5071, -3.5979], [3.9833, -5.7006, -0.2006], [8.0019, -5.6308, -2.4652], [6.4442, -5.1062, -1.0325], [-3.4117, -3.4453, 1.5510], [-5.0568, -0.4436, 0.7711], [-3.6742, -0.0824, -1.5394], [-5.7995, 6.6970, 1.8631], [-2.5414, 5.4148, -1.0696], [-5.5646, 8.7790, -0.1204], [1.9107, -5.6181, -0.8359], [-2.8703, 2.4004, -0.7800], [4.4725, -3.6121, -2.1368], [5.6275, -5.4951, -3.7262], [-5.3312, -1.8066, 2.4506], [-3.7833, 7.1650, -1.4562], [-2.7000, -1.4360, 2.0148], [-1.6305, 7.6547, 0.0946], [3.1048, -3.1587, -0.4941], [-7.7261, 6.2477, 0.9800], [-3.4467, 7.8630, 1.2813], [-2.9192, 1.1118, 0.9805], [-7.2196, 8.9338, 1.2990], [1.0677, 1.9465, 1.0618], [3.4149, -6.2066, -2.3172], [-5.9465, 6.0032, -0.2712], [-1.8943, -1.0263, -0.5423], [1.1929, -1.5112, 1.2173], [-6.7258, 8.2168, 0.2660], [-4.6619, 5.4277, -0.1262], [-2.2950, 1.3288, -0.1953], [6.9079, -6.0978, -1.8311], [5.1020, -0.3926, 2.2608], [-2.4155, 0.1144, -1.1196], [4.1103, -1.3561, 1.6357], [5.6021, 0.6342, 1.4960], [3.2765, -3.9248, -1.6259], [3.1844, -5.4042, -1.2427], [-4.8997, -1.7188, 1.1740], [4.5327, -7.0870, -2.3739], [-3.4319, -2.1514, 1.1260], [-2.6762, 6.9768, 0.6257], [-2.7149, -2.1430, -0.2328], [5.8697, -6.5169, -2.8754], [-6.5080, 6.7705, 0.7201], [-3.4365, 6.2772, -0.5031], [3.7797, -2.0817, 2.3760], [4.6512, -7.6498, -1.4485], [1.8586, 1.1353, 3.1720], [3.3093, 2.3224, 1.9006], [-2.2860, 6.2432, 1.3372], [-3.3881, -2.3899, -1.0530], [2.5087, -3.6675, -2.3570], [-5.5151, -2.3742, 0.5515], [0.7953, -1.8128, 0.2549], [5.4346, 1.6825, 1.7110], [4.2414, -7.8177, -3.1255], [4.6307, -1.9205, 0.8534], [0.4684, -0.9622, 1.8127], [1.5009, -2.3888, 1.7788], [6.1975, 0.3954, 0.6158], [2.8608, -0.2781, -0.4307], [-7.4283, 8.2478, -0.5691], [-2.0103, -2.9714, -0.1734], [-1.2438, 1.5505, 0.0085], [-4.6640, 4.6146, -0.8501], [5.4345, -0.5893, 3.2760], [7.2012, -6.9503, -1.2130], [-4.5407, 4.9529, 0.8479]], "lowdin_charge": [0.917, 0.615, 0.148, 0.119, 0.151, 0.109, 0.081, 0.108, 0.101, 0.162, 0.148, 0.095, 0.102, 0.145, 0.104, 0.117, 0.134, 0.107, 0.139, 0.118, 0.095, 0.029, 0.147, 0.102, 0.100, 0.104, -0.451, 0.059, 0.051, 0.020, -0.209, -0.285, -0.047, -0.284, -0.300, -0.207, -0.537, -0.350, -0.008, -0.252, -0.553, -0.305, -0.025, -0.439, -0.308, -0.042, -0.445, -0.541, -0.442, 0.099, 0.149, 0.025, 0.000, 0.171, 0.150, 0.181, 0.177, 0.052, 0.046, 0.153, 0.101, 0.056, 0.062, 0.081, 0.058, 0.177, 0.142, 0.149, 0.142, 0.111, 0.176, 0.146], "homo_lumo_gap_ev": 8.17, "total_charge": 1, "spin_multiplicity": 1, "fmax_ha_per_bohr": 0.0433}

Record-wise LUMO values, in eV: 0.37; -4.30
Record-wise HOMO level values, in eV: -8.9; -12.5